[1]
C49H93N11O15 | ωB97M-V with the def2-TZVPD basis set

Last column: Mulliken charge in e.
Cartesian coordinates (Å):
C1 -5.478 1.910 -0.583  -0.68
C2 -4.415 1.587 0.637  0.58
O1 -3.117 1.921 0.492  -0.59
O2 -4.807 0.975 1.949  -0.35
C3 -5.726 -0.148 1.632  0.37
C4 -5.944 -1.049 2.985  -0.94
C5 -4.616 -1.954 3.404  -0.02
C6 -4.283 -3.007 2.192  -0.67
C7 -2.812 -2.822 1.493  0.66
C8 -2.690 -3.270 0.055  -0.68
C9 -1.312 -3.225 -0.833  0.19
O3 -1.228 -4.012 -1.934  -0.60
C10 -0.098 -2.260 -0.302  0.27
C11 1.119 -1.902 -1.341  -0.52
C12 2.364 -0.965 -0.831  -0.12
C13 2.313 -0.428 0.742  -0.63
C14 1.067 -0.804 1.793  -0.41
C15 -0.169 -1.745 1.269  0.43
C16 -1.453 -2.243 2.208  0.40
O4 -1.258 -2.168 3.536  -0.61
H1 -6.442 2.359 -0.066  0.20
H2 -4.983 2.700 -1.306  0.32
H3 -5.806 0.972 -1.201  0.32
H4 -5.262 -0.739 0.729  0.15
H5 -6.778 0.245 1.301  -0.13
H6 -6.272 -0.379 3.900  0.37
H7 -6.862 -1.774 2.762  0.25
H8 -3.712 -1.306 3.766  0.42
H9 -4.973 -2.609 4.336  -0.07
H10 -4.374 -4.106 2.625  0.35
H11 -5.105 -2.881 1.344  0.24
H12 -3.652 -3.710 -0.478  0.23
H13 1.060 -2.326 -2.453  0.29
H14 3.241 -0.727 -1.579  0.39
H15 3.236 0.235 1.085  0.36
H16 1.104 -0.399 2.905  0.30
C17 -7.180 -5.251 6.227  -1.17
C18 -5.792 -5.150 5.654  0.66
O5 -5.525 -4.406 4.712  -0.61
N1 -4.816 -5.919 6.215  -0.09
C19 -4.937 -6.845 7.317  -0.83
H17 -7.853 -4.582 5.681  0.17
H18 -7.552 -6.274 6.124  0.37
H19 -7.172 -4.951 7.278  0.37
H20 -3.909 -5.802 5.781  0.16
H21 -4.258 -6.522 8.108  0.27
H22 -4.635 -7.834 6.964  0.22
H23 -5.954 -6.896 7.710  0.38
C20 1.526 2.468 -0.560  -0.96
C21 2.974 2.484 -0.966  1.00
O6 3.707 1.507 -0.817  -0.67
N2 3.467 3.631 -1.513  -0.04
C22 2.767 4.869 -1.765  -0.92
H24 1.271 1.490 -0.139  -0.05
H25 1.343 3.230 0.202  0.37
H26 0.892 2.642 -1.434  0.36
H27 4.447 3.572 -1.762  0.00
H28 2.826 5.081 -2.835  0.25
H29 3.273 5.663 -1.212  0.25
H30 1.721 4.826 -1.460  0.42
C23 6.917 6.101 -4.604  -1.24
C24 6.399 5.095 -3.613  0.88
O7 6.039 5.415 -2.482  -0.64
N3 6.336 3.791 -4.006  0.05
C25 6.711 3.228 -5.283  -0.60
H31 6.911 7.099 -4.153  0.15
H32 7.945 5.855 -4.883  0.35
H33 6.275 6.118 -5.489  0.41
H34 5.979 3.169 -3.291  0.12
H35 5.831 2.741 -5.710  0.26
H36 7.488 2.480 -5.109  0.28
H37 7.082 3.982 -5.978  0.08
C26 -1.552 -8.142 4.372  -1.28
C27 -2.070 -9.149 5.363  0.78
O8 -2.430 -8.829 6.494  -0.66
N4 -2.133 -10.453 4.969  -0.16
C28 -1.758 -11.016 3.693  -0.82
H38 -1.558 -7.145 4.822  0.27
H39 -0.524 -8.389 4.093  0.40
H40 -2.194 -8.126 3.487  0.36
H41 -2.491 -11.074 5.685  0.24
H42 -2.638 -11.502 3.265  0.28
H43 -0.981 -11.763 3.867  0.28
H44 -1.387 -10.262 2.997  0.32
C29 7.383 7.597 -0.797  -1.01
C30 6.603 8.799 -1.254  0.77
O9 6.351 9.003 -2.440  -0.66
N5 6.173 9.676 -0.303  -0.18
C31 6.370 9.605 1.126  -0.82
H45 7.661 6.986 -1.663  -0.03
H46 8.299 7.916 -0.292  0.44
H47 6.771 6.987 -0.127  0.36
H48 5.656 10.460 -0.681  0.23
H49 5.388 9.584 1.603  0.27
H50 6.904 10.505 1.440  0.28
H51 6.938 8.724 1.426  0.32
C32 10.047 0.132 -2.224  -1.37
C33 9.583 0.647 -3.560  0.85
O10 8.405 0.919 -3.783  -0.69
N6 10.519 0.808 -4.537  -0.04
C34 11.937 0.544 -4.463  -0.95
H52 9.193 0.054 -1.543  0.24
H53 10.488 -0.862 -2.340  0.41
H54 10.773 0.824 -1.789  0.40
H55 10.138 1.157 -5.408  0.08
H56 12.467 1.474 -4.680  0.29
H57 12.185 -0.198 -5.226  0.29
H58 12.242 0.172 -3.484  0.41
C35 -4.816 4.593 2.164  -0.89
C36 -5.596 5.796 1.707  0.66
O11 -5.848 6.000 0.521  -0.68
N7 -6.026 6.672 2.658  -0.15
C37 -5.829 6.602 4.087  -0.79
H59 -4.538 3.983 1.299  -0.04
H60 -3.900 4.912 2.669  0.40
H61 -5.428 3.984 2.834  0.36
H62 -6.543 7.457 2.280  0.24
H63 -6.811 6.580 4.564  0.27
H64 -5.295 7.501 4.401  0.27
H65 -5.261 5.720 4.387  0.32
C38 8.733 -4.576 -4.072  -1.26
C39 8.590 -3.990 -2.693  0.82
O12 9.541 -3.895 -1.920  -0.67
N8 7.354 -3.558 -2.312  -0.15
C40 6.128 -3.587 -3.074  -0.79
H66 9.772 -4.877 -4.238  0.30
H67 8.097 -5.460 -4.169  0.37
H68 8.465 -3.829 -4.824  0.32
H69 7.331 -3.176 -1.374  0.22
H70 5.763 -2.562 -3.169  0.24
H71 5.397 -4.180 -2.519  0.28
H72 6.264 -4.016 -4.068  0.33
C41 -10.247 1.053 -1.436  -1.41
C42 -9.589 0.563 -0.175  0.80
O13 -8.450 0.099 -0.169  -0.61
N9 -10.298 0.647 0.985  -0.10
C43 -11.636 1.158 1.175  -0.90
H73 -9.565 0.924 -2.283  0.29
H74 -11.154 0.474 -1.633  0.40
H75 -10.486 2.116 -1.344  0.38
H76 -9.795 0.301 1.793  0.21
H77 -11.586 1.987 1.884  0.30
H78 -12.248 0.358 1.598  0.28
H79 -12.086 1.505 0.244  0.34
C44 -10.779 -4.649 3.670  -1.17
C45 -10.923 -4.064 5.049  0.78
O14 -9.971 -3.969 5.821  -0.62
N10 -12.158 -3.632 5.430  -0.18
C46 -13.385 -3.661 4.668  -0.87
H80 -9.740 -4.951 3.504  0.22
H81 -11.415 -5.533 3.573  0.36
H82 -11.047 -3.903 2.918  0.34
H83 -12.182 -3.250 6.368  0.24
H84 -13.750 -2.636 4.573  0.28
H85 -14.115 -4.254 5.222  0.29
H86 -13.249 -4.090 3.674  0.32
C47 10.708 2.200 -9.494  -1.37
C48 10.565 2.786 -8.115  0.89
O15 11.517 2.881 -7.343  -0.65
N11 9.329 3.218 -7.734  -0.05
C49 8.103 3.189 -8.496  -0.90
H87 11.747 1.899 -9.660  0.31
H88 10.072 1.316 -9.591  0.35
H89 10.440 2.947 -10.246  0.38
H90 9.306 3.600 -6.797  0.15
H91 7.738 4.214 -8.591  0.28
H92 7.372 2.596 -7.942  0.26
H93 8.239 2.760 -9.490  0.40

Kohn-Sham gap ... 0.2593 Eh
Strongest force on any atom ... 0.1663 hartree/bohr
E_LUMO ... -1.1 eV
SMILES ... CC(=O)OCCCCC1=CC(=O)c2ccccc2C1=O.CNC(C)=O.CNC(C)=O.CNC(C)=O.CNC(C)=O.CNC(C)=O.CNC(C)=O.CNC(C)=O.CNC(C)=O.CNC(C)=O.CNC(C)=O.CNC(C)=O
HOMO energy ... -8.13 eV
Total charge ... 0

=====

[2]
C49H98O19 | ωB97M-V with the def2-TZVPD basis set

Last column: Mulliken charge in e.
Cartesian coordinates (Å):
C1 3.296 4.528 2.277  -0.63
C2 3.134 4.904 3.760  -0.54
C3 1.752 4.277 3.995  -0.54
O1 1.894 2.980 3.251  -0.15
C4 2.432 3.276 1.981  1.03
H1 4.355 4.424 2.042  0.34
H2 3.016 5.414 1.707  0.25
H3 3.142 5.989 3.868  0.34
H4 3.903 4.285 4.222  0.27
H5 0.852 4.806 3.680  0.20
H6 1.563 4.147 5.061  0.33
H7 1.679 3.467 1.216  -0.74
H8 3.031 2.483 1.534  -0.22
C5 4.042 -0.776 -5.807  -0.60
C6 3.092 -0.348 -4.717  0.52
C7 2.369 -1.688 -4.463  -0.16
O2 2.226 -2.307 -5.746  -0.47
C8 3.153 -1.702 -6.587  -0.59
H9 4.744 -1.468 -5.342  0.27
H10 4.465 -0.026 -6.475  0.33
H11 2.395 0.457 -4.949  -0.20
H12 3.555 -0.091 -3.765  0.00
H13 1.402 -1.679 -3.960  0.07
H14 3.030 -2.321 -3.871  0.19
H15 2.591 -1.139 -7.332  0.27
H16 3.687 -2.405 -7.227  0.37
C9 -3.687 -3.508 -2.903  -0.68
C10 -4.867 -2.793 -3.344  0.30
C11 -4.446 -2.044 -4.653  -0.31
O3 -3.047 -2.146 -4.669  -0.45
C12 -2.541 -2.528 -3.386  0.26
H17 -3.470 -4.517 -3.255  0.34
H18 -3.753 -3.644 -1.824  0.23
H19 -5.137 -2.114 -2.534  -0.55
H20 -5.723 -3.467 -3.389  0.44
H21 -4.853 -1.035 -4.589  0.09
H22 -4.860 -2.494 -5.555  0.30
H23 -2.418 -1.725 -2.660  -0.22
H24 -1.612 -3.098 -3.402  0.38
C13 2.200 -4.652 -0.201  -0.49
C14 2.299 -5.767 0.801  -0.06
C15 3.588 -5.405 1.560  -0.64
O4 4.068 -4.181 1.022  -0.49
C16 2.976 -3.458 0.482  0.56
H25 1.169 -4.362 -0.406  0.26
H26 2.705 -4.903 -1.134  0.36
H27 2.470 -6.779 0.433  0.32
H28 1.454 -5.826 1.488  -0.24
H29 4.342 -6.190 1.607  0.35
H30 3.382 -5.332 2.628  0.26
H31 3.254 -2.778 -0.322  0.02
H32 2.526 -2.875 1.285  -0.21
C17 -1.582 -3.905 2.634  0.84
C18 -2.467 -5.114 2.364  -0.60
C19 -2.764 -5.616 3.763  -0.63
O5 -1.654 -5.185 4.555  -0.50
C20 -0.698 -4.475 3.747  0.19
H33 -2.296 -3.154 2.971  -0.38
H34 -0.994 -3.510 1.804  -0.02
H35 -2.059 -5.982 1.846  0.40
H36 -3.443 -4.907 1.923  0.12
H37 -2.853 -6.701 3.806  0.33
H38 -3.593 -4.966 4.045  0.34
H39 0.042 -5.185 3.377  0.09
H40 -0.179 -3.743 4.367  -0.20
C21 0.551 -0.705 -0.469  0.73
C22 -0.584 0.287 -0.815  0.76
C23 -0.209 1.617 -0.101  -0.03
O6 1.099 1.292 0.462  0.24
C24 1.795 0.232 -0.177  1.14
H41 0.884 -1.290 -1.326  0.42
H42 0.205 -1.390 0.305  -0.67
H43 -1.552 -0.089 -0.484  -0.84
H44 -0.619 0.452 -1.892  -0.16
H45 -0.914 1.820 0.705  0.25
H46 -0.354 2.454 -0.784  -0.46
H47 2.667 -0.060 0.408  -0.34
H48 2.240 0.553 -1.120  -1.21
C25 1.329 3.887 -2.833  0.73
C26 2.157 5.125 -3.062  -0.78
C27 3.547 4.628 -2.904  -0.23
O7 3.479 3.434 -3.558  -0.45
C28 2.210 2.792 -3.439  0.90
H49 0.313 3.955 -3.222  0.42
H50 1.161 3.717 -1.770  -0.85
H51 1.902 6.021 -2.495  0.31
H52 1.909 5.469 -4.066  0.31
H53 3.789 4.485 -1.851  0.07
H54 4.388 5.172 -3.334  0.34
H55 2.175 1.943 -2.758  -0.81
H56 1.808 2.577 -4.429  0.09
C29 -1.954 -0.280 4.989  -0.26
C30 -1.953 -0.117 3.527  1.35
C31 -3.390 0.384 3.271  0.45
O8 -3.902 0.814 4.531  -0.54
C32 -2.882 0.729 5.530  -0.79
H57 -0.936 -0.091 5.331  0.01
H58 -2.302 -1.285 5.230  0.17
H59 -1.657 -1.049 3.045  -0.24
H60 -1.185 0.583 3.196  -0.59
H61 -3.905 -0.503 2.902  -0.38
H62 -3.492 1.150 2.502  0.04
H63 -3.317 0.289 6.427  0.39
H64 -2.272 1.623 5.666  0.35
C33 2.974 0.118 4.013  0.36
C34 3.194 -0.963 5.070  -0.98
C35 2.018 -1.984 4.812  -0.47
O9 1.009 -1.253 4.071  0.26
C36 1.416 0.086 3.914  0.49
H65 3.551 -0.265 3.171  -0.68
H66 3.425 1.043 4.371  0.37
H67 3.048 -0.528 6.059  0.33
H68 4.138 -1.505 5.031  0.39
H69 1.639 -2.387 5.751  0.37
H70 2.295 -2.826 4.177  0.11
H71 0.999 0.653 4.746  0.32
H72 1.002 0.454 2.975  -0.78
C37 -5.445 -0.625 0.274  0.51
C38 -6.530 -1.156 1.238  -0.88
C39 -6.309 -2.643 1.348  -0.61
O10 -4.858 -2.648 1.404  -0.44
C40 -4.317 -1.645 0.504  1.52
H73 -5.347 0.442 0.469  0.10
H74 -5.780 -0.580 -0.763  -0.25
H75 -7.512 -0.818 0.906  0.47
H76 -6.404 -0.559 2.142  0.29
H77 -6.689 -3.329 0.591  0.32
H78 -6.690 -3.001 2.305  0.34
H79 -3.943 -2.205 -0.354  -0.56
H80 -3.423 -1.191 0.930  -0.88
C41 -3.556 3.800 -0.830  -0.39
O11 -2.237 4.029 -0.301  -0.02
C42 -1.804 5.250 -0.382  0.41
O12 -2.413 6.314 -0.715  -0.65
O13 -0.474 5.218 0.038  0.07
C43 0.047 6.446 0.611  -0.72
H81 -4.294 4.465 -0.381  0.39
H82 -3.867 2.760 -0.739  -0.31
H83 -3.438 3.973 -1.900  0.39
H84 -0.196 7.433 0.218  0.37
H85 1.105 6.482 0.350  0.15
H86 -0.034 6.302 1.688  0.26
C44 -2.191 1.282 -5.209  -0.29
O14 -3.461 1.902 -4.943  -0.44
C45 -4.083 1.698 -3.731  0.45
O15 -3.556 1.320 -2.665  0.08
O16 -5.354 2.123 -3.828  -0.43
C46 -6.110 2.062 -2.646  -0.43
H87 -1.631 1.620 -4.337  0.02
H88 -1.764 1.693 -6.124  0.29
H89 -2.130 0.194 -5.206  0.19
H90 -6.433 1.092 -2.269  0.20
H91 -7.099 2.502 -2.780  0.36
H92 -5.609 2.459 -1.764  0.05
C47 5.860 -0.901 1.329  -0.34
O17 6.661 -0.228 0.449  -0.39
C48 6.130 0.465 -0.444  0.66
O18 4.894 0.670 -0.598  -0.35
O19 7.144 0.997 -1.142  -0.42
C49 6.806 2.053 -2.139  -0.58
H93 5.493 -0.198 2.076  0.27
H94 6.501 -1.613 1.850  0.33
H95 4.998 -1.462 0.968  0.08
H96 7.633 2.339 -2.790  0.36
H97 6.382 2.965 -1.718  0.26
H98 6.111 1.760 -2.925  0.16

Kohn-Sham gap ... 0.3569 Eh
Energy relative to the best compared isomer or geometry (same formula, charge and spin) ... 0.0 kcal per mole
Strongest force on any atom ... 0.1180 hartree/bohr
E_LUMO ... 0.5 eV
HOMO energy ... -9.21 eV
Total charge ... 0

=====

[3]
C4ClN3 | ωB97M-V with the def2-TZVPD basis set

Last column: natural (NBO) charge in e.
Cartesian coordinates (Å):
C1 1.506 -0.163 0.949  0.14
C2 -0.570 1.274 -0.598  0.17
C3 -0.479 -1.169 -0.645  0.17
C4 -0.777 0.036 0.023  -0.03
N1 2.578 -0.162 1.326  -0.44
N2 -0.443 2.297 -1.100  -0.11
N3 -0.234 -2.157 -1.173  -0.13
Cl1 -1.795 -0.021 1.395  0.23

Kohn-Sham gap (alpha / beta) ... 0.2615 / 0.2614 Eh
Energy relative to the best compared isomer or geometry (same formula, charge and spin) ... 27.3 kcal per mole
Strongest force on any atom ... 0.0907 hartree/bohr
E_LUMO (alpha / beta) ... -4.2 / -4.2 eV
HOMO energy (alpha / beta) ... -11.31 / -11.31 eV
Total charge ... 0

=====

[4]
C4H10 | ωB97M-V with the def2-TZVPD basis set

Last column: natural (NBO) charge in e.
Cartesian coordinates (Å):
C1 -0.797 1.841 0.696  -0.85
H1 -1.566 1.123 0.408  0.20
H2 -0.631 1.739 1.763  0.22
H3 -1.089 2.863 0.507  0.21
H4 -0.004 1.596 0.001  0.22
C2 -0.545 -1.210 -0.860  -0.65
C3 0.852 -0.673 -0.671  -0.17
C4 1.453 -0.810 0.503  -0.40
H5 -0.821 -1.748 0.047  0.21
H6 -1.271 -0.444 -1.058  0.22
H7 -0.531 -1.948 -1.666  0.21
H8 1.373 -0.359 -1.568  0.20
H9 2.463 -0.458 0.642  0.19
H10 1.113 -1.512 1.256  0.19

Kohn-Sham gap ... 0.3964 Eh
Energy relative to the best compared isomer or geometry (same formula, charge and spin) ... 32.1 kcal per mole
Strongest force on any atom ... 0.0254 hartree/bohr
E_LUMO ... 1.3 eV
SMILES ... C=CC.C
HOMO energy ... -9.53 eV
Total charge ... 0

=====

> Which formula does entry 3 have?

C4ClN3

=====

Repeat the third record exactly.
C4ClN3 | ωB97M-V with the def2-TZVPD basis set

Last column: natural (NBO) charge in e.
Cartesian coordinates (Å):
C1 1.506 -0.163 0.949  0.14
C2 -0.570 1.274 -0.598  0.17
C3 -0.479 -1.169 -0.645  0.17
C4 -0.777 0.036 0.023  -0.03
N1 2.578 -0.162 1.326  -0.44
N2 -0.443 2.297 -1.100  -0.11
N3 -0.234 -2.157 -1.173  -0.13
Cl1 -1.795 -0.021 1.395  0.23

Kohn-Sham gap (alpha / beta) ... 0.2615 / 0.2614 Eh
Energy relative to the best compared isomer or geometry (same formula, charge and spin) ... 27.3 kcal per mole
Strongest force on any atom ... 0.0907 hartree/bohr
E_LUMO (alpha / beta) ... -4.2 / -4.2 eV
HOMO energy (alpha / beta) ... -11.31 / -11.31 eV
Total charge ... 0